[1]
Formula: C20H31N5O6
Source: OMol25
Level of theory: ωB97M-V/def2-TZVPD

Its SMILES is CC(C)(C)OC(=O)CNC(=O)c1nc[nH]c1C(=O)N1CCN(C(=O)OC(C)(C)C)CC1. For the HOMO energy, the calculation gives -8.789 eV. For the frontier orbital gap, the calculation gives 9.47 eV. The total energy is -1506.05029 Eh. The calculation puts the molar mass at 437.50 g mol⁻¹.

XYZ file:
```
62
Properties=species:S:1:pos:R:3:lowdin_charge:R:1
C -5.85 -3.13 -1.05 -0.019
C -4.64 -3.43 -0.17 -0.566
C -3.41 -3.74 -1.01 -0.018
C -4.95 -4.58 0.79 -0.023
O -4.37 -2.30 0.71 0.035
C -4.05 -1.11 0.23 -0.466
O -3.95 -0.81 -0.93 0.114
C -3.81 -0.13 1.37 -0.059
N -3.37 1.14 0.87 0.077
C -2.07 1.51 0.91 -0.429
O -1.22 0.92 1.55 0.066
C -1.80 2.72 0.11 -0.147
N -2.83 3.42 -0.45 0.117
C -2.30 4.46 -1.02 -0.159
N -0.96 4.49 -0.86 0.137
C -0.61 3.37 -0.15 -0.089
C 0.80 3.22 0.29 -0.391
O 1.40 4.22 0.66 0.058
N 1.36 2.00 0.24 -0.032
C 0.84 0.83 -0.42 -0.116
C 1.84 0.34 -1.47 -0.102
N 3.15 0.15 -0.88 -0.036
C 3.61 -1.11 -0.66 -0.523
O 3.05 -2.10 -1.09 0.084
O 4.75 -1.09 0.04 0.021
C 5.45 -2.33 0.34 -0.570
C 4.57 -3.23 1.21 -0.019
C 5.86 -3.04 -0.95 -0.019
C 6.69 -1.87 1.11 -0.023
C 3.66 1.33 -0.23 -0.104
C 2.67 1.80 0.83 -0.093
H -5.63 -2.31 -1.72 0.080
H -6.71 -2.86 -0.43 0.092
H -6.10 -4.01 -1.64 0.090
H -3.19 -2.93 -1.69 0.080
H -2.54 -3.89 -0.36 0.094
H -3.58 -4.65 -1.58 0.091
H -4.09 -4.76 1.44 0.088
H -5.80 -4.33 1.42 0.087
H -5.16 -5.48 0.23 0.089
H -3.01 -0.52 2.02 0.135
H -4.72 -0.03 1.96 0.137
H -3.96 1.64 0.22 0.128
H -2.85 5.21 -1.55 0.121
H -0.31 5.20 -1.14 0.166
H 0.66 0.04 0.32 0.130
H -0.11 1.06 -0.90 0.123
H 1.93 1.08 -2.27 0.132
H 1.52 -0.61 -1.89 0.127
H 5.13 -4.11 1.50 0.089
H 4.27 -2.69 2.11 0.091
H 3.69 -3.53 0.66 0.079
H 4.97 -3.36 -1.50 0.079
H 6.44 -2.37 -1.58 0.091
H 6.46 -3.91 -0.71 0.089
H 7.28 -2.73 1.40 0.088
H 6.39 -1.33 2.01 0.086
H 7.29 -1.21 0.50 0.086
H 3.79 2.12 -0.99 0.135
H 4.63 1.11 0.22 0.126
H 2.58 1.04 1.62 0.141
H 2.98 2.75 1.27 0.125
```

=====

[2]
Formula: C4H5N3
Source: OMol25
Level of theory: ωB97M-V/def2-TZVPD

Its energy relative to the best compared isomer or geometry (same formula, charge and spin) is 54.3 kcal/mol. For the HOMO energy, the calculation gives -9.316 eV. For the frontier orbital gap, the calculation gives 9.93 eV. The total energy is -319.62562 Eh. The calculation puts the molar mass at 95.10 g mol⁻¹.

XYZ file:
```
12
Properties=species:S:1:pos:R:3:lowdin_charge:R:1
N 2.44 -1.10 1.14 0.157
C 1.68 -0.63 0.40 -0.175
C 0.69 -0.05 -0.52 -0.279
C -0.66 -0.82 -0.50 -0.207
N -1.76 0.03 -0.21 0.051
C -1.13 0.96 0.38 -0.239
N 0.17 1.23 -0.03 0.060
H 1.11 0.02 -1.52 0.140
H -0.98 -1.48 -1.30 0.106
H -0.62 -1.43 0.49 0.143
H -1.71 1.57 1.04 0.118
H 0.76 1.71 0.64 0.126
```